Entry 1:
ORCA calculation (ωB97M-V/def2-TZVPD) on a structure of composition C18H35BiN2S.

Output
ΔE to the lowest compared entry with this formula, charge and spin: 46.5 kcal per mole
max |F|: 0.060 Eh/bohr
total charge: +2
HOMO (spin up / spin down): -14.13 / -14.13 eV
LUMO energy (spin up / spin down): -8.3245 / -8.3251 eV
orbital gap (spin up / spin down): 0.213 / 0.213 Ha

Each line ends with the natural charge from an NBO analysis.
Positions of all 57 atoms, in Å:
C (-2.303, -2.192, -1.236)  -0.79
H (-1.774, -3.013, -0.714)  0.25
H (-3.311, -1.959, -0.815)  0.24
H (-1.602, 0.209, 0.837)  0.05
C (-2.315, -2.292, -2.788)  -0.43
H (-2.282, -1.267, -3.217)  0.19
H (-1.408, -2.806, -3.167)  0.23
C (-3.624, -2.945, -3.298)  -0.59
H (-3.697, -2.893, -4.395)  0.24
H (-3.635, -3.974, -2.942)  0.23
H (-4.466, -2.414, -2.847)  0.21
C (-0.851, 2.628, 0.432)  -0.01
C (-1.508, 2.523, -0.837)  0.11
C (-2.704, 1.800, -0.662)  -0.17
C (-2.695, 1.263, 0.733)  0.14
C (-1.656, 2.055, 1.414)  -0.03
C (-1.327, 1.880, 2.842)  -0.68
C (-3.961, 0.754, 1.394)  -0.69
C (-3.796, 1.623, -1.657)  -0.66
C (-1.052, 3.186, -2.083)  -0.68
C (0.457, 3.278, 0.682)  -0.66
Bi (-1.057, -0.459, -0.791)  1.28
H (-3.680, 0.225, 2.309)  0.25
H (-4.685, 1.547, 1.662)  0.30
H (-4.471, 0.037, 0.740)  0.24
H (-2.030, 1.209, 3.357)  0.24
H (-0.309, 1.491, 3.022)  0.24
H (-1.407, 2.874, 3.303)  0.27
H (1.087, 3.299, -0.213)  0.23
H (0.270, 4.314, 0.994)  0.26
H (1.013, 2.776, 1.489)  0.24
H (-1.561, 2.787, -2.972)  0.24
H (-1.262, 4.271, -2.048)  0.28
H (0.035, 3.074, -2.234)  0.24
H (-4.294, 0.642, -1.578)  0.23
H (-4.576, 2.392, -1.509)  0.26
H (-3.434, 1.718, -2.693)  0.24
C (4.681, -2.336, 3.298)  -0.62
C (3.893, -2.471, 2.015)  -0.22
N (2.924, -1.347, 2.008)  -0.57
C (2.282, -0.988, 0.857)  0.42
S (0.594, -0.733, 1.148)  -0.22
N (2.969, -0.807, -0.269)  -0.55
C (4.376, -0.278, -0.202)  -0.22
C (5.294, -0.979, -1.184)  -0.63
H (5.101, -1.327, 3.384)  0.22
H (5.494, -3.064, 3.307)  0.25
H (4.040, -2.514, 4.170)  0.22
H (4.517, -2.408, 1.122)  0.21
H (3.332, -3.419, 1.994)  0.21
H (2.280, -1.426, 2.788)  0.42
H (2.442, -0.498, -1.064)  0.41
H (4.335, 0.801, -0.423)  0.22
H (4.713, -0.396, 0.825)  0.22
H (5.086, -0.660, -2.209)  0.23
H (6.330, -0.720, -0.954)  0.25
H (5.188, -2.068, -1.124)  0.22

---

Entry 2:
ORCA calculation (ωB97M-V/def2-TZVPD) on a cluster of 13 separate species, C79H179N9O13 in total.

Output
max |F|: 0.100 Eh/bohr
total charge: 0
HOMO: -7.41 eV
LUMO energy: 0.4158 eV
orbital gap: 0.287 Ha

Each line ends with the Mulliken charge.
Positions of all 280 atoms, in Å:
C (1.304, 2.971, 5.728)  -1.82
C (2.521, 2.051, 5.809)  -0.07
C (2.106, 0.731, 5.115)  0.23
O (0.962, 0.166, 5.824)  -0.49
C (0.042, -0.532, 4.951)  -0.10
N (3.616, 2.744, 5.133)  -0.50
H (0.462, 2.612, 6.320)  0.48
H (0.944, 3.220, 4.730)  0.28
H (1.574, 3.866, 6.288)  0.57
H (2.770, 1.818, 6.845)  0.54
H (2.888, -0.008, 5.290)  0.31
H (1.948, 0.935, 4.056)  -0.25
H (0.590, -1.111, 4.207)  -0.05
H (-0.632, 0.190, 4.490)  0.02
H (-0.569, -1.231, 5.521)  0.38
H (3.467, 3.697, 5.433)  0.22
H (4.536, 2.477, 5.454)  0.25
C (0.675, -5.316, 6.122)  -1.61
C (-0.633, -5.178, 5.313)  0.96
C (-0.599, -5.378, 3.765)  -0.50
O (-1.625, -4.446, 3.205)  -0.05
C (-2.107, -4.689, 1.880)  -0.68
N (-1.718, -5.893, 5.970)  -0.74
H (0.373, -5.236, 7.167)  0.46
H (1.366, -4.524, 5.833)  0.33
H (1.144, -6.300, 6.139)  0.35
H (-0.875, -4.120, 5.411)  -0.09
H (-0.820, -6.435, 3.623)  0.26
H (0.440, -5.148, 3.526)  0.21
H (-2.548, -3.774, 1.484)  -0.17
H (-2.894, -5.407, 2.114)  0.39
H (-1.292, -4.966, 1.211)  0.41
H (-1.507, -6.880, 5.953)  0.26
H (-2.589, -5.749, 5.479)  0.26
C (-0.113, 7.475, 4.810)  -1.94
C (-0.234, 7.274, 3.282)  1.83
C (-1.379, 6.206, 3.071)  -1.26
C (-1.765, 6.081, 1.592)  0.38
C (-2.172, 7.472, 1.030)  -1.57
C (-1.017, 8.509, 1.201)  1.62
N (-0.548, 8.582, 2.629)  0.27
O (0.456, 9.630, 2.846)  -0.46
C (0.079, 8.114, 0.154)  -1.53
C (-1.529, 9.951, 0.853)  -1.92
C (1.040, 6.541, 2.748)  -1.48
H (-0.273, 6.562, 5.384)  0.29
H (-0.853, 8.234, 5.065)  0.50
H (0.853, 7.898, 5.086)  0.40
H (-1.131, 5.212, 3.442)  0.16
H (-2.210, 6.500, 3.714)  0.50
H (-2.659, 5.467, 1.483)  0.59
H (-1.097, 5.497, 0.960)  -0.26
H (-3.029, 7.860, 1.580)  0.38
H (-2.470, 7.381, -0.015)  0.33
H (0.010, 8.597, -0.821)  0.40
H (1.011, 8.554, 0.510)  0.40
H (0.256, 7.070, -0.102)  0.03
H (-1.935, 9.967, -0.159)  0.41
H (-2.370, 10.156, 1.515)  0.46
H (-0.811, 10.736, 1.088)  0.40
H (0.872, 6.205, 1.725)  0.12
H (1.348, 5.736, 3.416)  0.30
H (1.875, 7.235, 2.659)  0.45
H (0.020, 10.269, 3.415)  0.33
C (2.213, 4.582, -4.061)  -1.75
C (0.742, 4.067, -4.200)  2.31
C (-0.195, 4.511, -3.046)  -0.92
C (-0.911, 5.854, -3.191)  -0.73
C (-1.706, 5.820, -4.555)  -1.31
C (-0.625, 5.616, -5.747)  1.58
N (0.209, 4.452, -5.516)  0.26
O (1.013, 3.975, -6.606)  -0.43
C (-1.460, 5.327, -7.010)  -1.91
C (0.164, 6.901, -5.919)  -1.69
C (0.842, 2.485, -4.116)  -2.18
H (2.233, 5.634, -4.344)  0.43
H (2.879, 4.013, -4.710)  0.43
H (2.526, 4.628, -3.018)  0.09
H (-0.914, 3.697, -2.958)  0.14
H (0.427, 4.517, -2.150)  0.33
H (-0.181, 6.646, -3.023)  0.31
H (-1.584, 5.943, -2.338)  0.21
H (-2.232, 6.766, -4.684)  0.53
H (-2.373, 4.985, -4.342)  0.37
H (-1.983, 4.371, -6.990)  0.41
H (-2.164, 6.146, -7.154)  0.41
H (-0.862, 5.253, -7.918)  0.37
H (0.843, 6.913, -6.772)  0.36
H (-0.348, 7.863, -5.958)  0.38
H (0.854, 7.097, -5.098)  0.33
H (-0.152, 2.062, -4.266)  0.60
H (1.111, 2.164, -3.109)  0.09
H (1.551, 1.946, -4.744)  0.55
H (1.660, 4.682, -6.670)  0.36
C (-1.562, 2.376, -0.217)  -1.82
C (-1.052, 1.530, 0.950)  2.35
C (-2.112, 0.448, 1.203)  -0.12
C (-2.152, -0.662, 0.234)  0.31
C (-0.798, -1.346, 0.228)  -1.08
C (0.403, -0.378, 0.034)  3.46
N (0.250, 0.925, 0.724)  1.08
O (1.185, 1.828, 0.530)  0.52
C (1.661, -1.039, 0.596)  -0.36
C (0.534, -0.259, -1.442)  0.32
C (-1.031, 2.482, 2.145)  -1.76
H (-0.925, 3.223, -0.472)  -0.22
H (-2.594, 2.703, -0.093)  0.20
H (-1.478, 1.757, -1.110)  0.56
H (-1.965, 0.011, 2.190)  0.24
H (-3.104, 0.878, 1.069)  -0.46
H (-2.325, -0.400, -0.809)  0.23
H (-2.866, -1.416, 0.566)  -1.03
H (-0.835, -2.079, -0.578)  -0.39
H (-0.693, -1.926, 1.146)  0.15
H (2.580, -0.479, 0.424)  -1.14
H (1.486, -1.174, 1.663)  -0.10
H (1.870, -2.032, 0.199)  -0.10
H (-0.205, 0.455, -1.806)  -0.20
H (1.547, 0.126, -1.563)  -0.06
H (0.396, -1.217, -1.944)  -0.88
H (-0.442, 3.365, 1.899)  0.23
H (-0.496, 2.059, 2.996)  -0.54
H (-2.042, 2.787, 2.416)  0.58
H (1.825, 1.731, 1.239)  -0.33
C (2.851, -2.347, -4.441)  -1.19
C (4.360, -2.467, -4.073)  1.66
C (5.181, -2.622, -5.365)  -1.50
C (5.431, -1.311, -6.131)  -0.68
C (5.999, -0.298, -5.120)  -1.51
C (5.155, -0.054, -3.781)  1.94
N (4.885, -1.406, -3.193)  -0.23
O (4.216, -1.331, -1.968)  0.90
C (6.064, 0.724, -2.861)  -1.58
C (3.911, 0.776, -4.136)  -0.88
C (4.589, -3.870, -3.421)  -1.96
H (2.169, -2.190, -3.606)  -0.21
H (2.382, -3.174, -4.975)  0.34
H (2.681, -1.488, -5.090)  0.49
H (6.162, -3.096, -5.358)  0.49
H (4.578, -3.225, -6.044)  0.36
H (4.535, -0.817, -6.508)  0.24
H (6.086, -1.497, -6.981)  0.47
H (5.898, 0.695, -5.558)  0.45
H (7.057, -0.479, -4.929)  0.46
H (6.122, 1.778, -3.130)  0.46
H (5.814, 0.674, -1.801)  -0.06
H (7.103, 0.397, -2.871)  0.38
H (3.754, 0.630, -5.204)  0.37
H (3.029, 0.432, -3.596)  -0.60
H (4.033, 1.830, -3.886)  0.26
H (4.103, -3.958, -2.450)  0.17
H (5.646, -4.111, -3.308)  0.52
H (4.255, -4.699, -4.045)  0.40
H (4.900, -1.643, -1.371)  0.21
C (3.787, -3.306, 2.543)  -1.00
C (5.095, -2.409, 2.576)  2.73
C (5.188, -1.714, 3.909)  -0.66
C (5.796, -2.505, 5.052)  -0.95
C (7.146, -3.150, 4.570)  -1.40
C (6.961, -4.057, 3.326)  1.48
N (6.378, -3.160, 2.282)  0.18
O (6.244, -3.948, 1.130)  -0.49
C (8.485, -4.458, 2.936)  -1.85
C (6.175, -5.314, 3.746)  -1.72
C (5.002, -1.327, 1.467)  -1.52
H (2.967, -2.715, 2.951)  -0.08
H (4.017, -4.277, 2.982)  0.33
H (3.430, -3.437, 1.521)  0.19
H (5.819, -0.833, 3.792)  0.61
H (4.196, -1.313, 4.114)  -0.23
H (5.071, -3.265, 5.344)  0.26
H (5.902, -1.789, 5.867)  0.51
H (7.627, -3.724, 5.362)  0.53
H (7.877, -2.374, 4.341)  0.41
H (9.157, -4.828, 3.711)  0.37
H (8.385, -5.127, 2.081)  0.41
H (9.080, -3.655, 2.502)  0.42
H (6.764, -6.041, 4.305)  0.43
H (5.275, -5.189, 4.348)  0.30
H (5.834, -5.864, 2.869)  0.40
H (4.363, -0.499, 1.776)  -0.46
H (4.498, -1.743, 0.594)  -0.54
H (5.962, -0.919, 1.151)  0.87
H (6.643, -3.416, 0.438)  0.36
C (-1.564, -2.078, -3.814)  -0.47
C (-1.753, -2.770, -5.163)  2.14
C (-0.542, -2.439, -6.044)  -0.25
C (-0.307, -3.358, -7.245)  -1.08
C (-0.238, -4.808, -6.785)  -1.14
C (-1.492, -5.217, -5.917)  0.89
N (-1.800, -4.191, -4.837)  1.01
O (-2.769, -4.606, -3.883)  -0.52
C (-2.764, -5.513, -6.716)  -1.54
C (-0.966, -6.460, -5.126)  -1.79
C (-3.025, -2.176, -5.835)  -1.85
H (-2.432, -2.236, -3.173)  -0.41
H (-1.614, -0.990, -3.876)  0.75
H (-0.652, -2.411, -3.319)  -0.92
H (-0.729, -1.482, -6.530)  0.56
H (0.429, -2.283, -5.574)  -0.93
H (0.590, -3.052, -7.784)  0.45
H (-1.101, -3.285, -7.988)  0.49
H (0.715, -4.946, -6.275)  0.39
H (-0.374, -5.432, -7.667)  0.47
H (-2.729, -6.390, -7.362)  0.47
H (-3.598, -5.734, -6.049)  0.29
H (-2.960, -4.632, -7.328)  0.34
H (-0.104, -6.242, -4.495)  0.11
H (-1.729, -6.983, -4.550)  0.43
H (-0.642, -7.229, -5.828)  0.51
H (-3.126, -1.105, -5.662)  0.46
H (-3.879, -2.490, -5.235)  0.41
H (-3.201, -2.418, -6.883)  0.32
H (-3.561, -4.702, -4.416)  0.39
C (-7.707, -2.895, 3.539)  -1.20
C (-7.777, -1.504, 4.305)  1.74
C (-7.373, -1.819, 5.792)  -1.57
C (-5.873, -1.976, 6.051)  -0.56
C (-5.157, -0.783, 5.503)  -1.15
C (-5.372, -0.648, 3.956)  1.60
N (-6.820, -0.547, 3.617)  0.21
O (-7.057, -0.310, 2.281)  -0.32
C (-4.739, 0.742, 3.606)  -1.35
C (-4.565, -1.753, 3.294)  -1.38
C (-9.210, -0.999, 4.300)  -1.93
H (-8.705, -3.235, 3.265)  0.47
H (-7.276, -3.664, 4.180)  0.30
H (-7.082, -2.850, 2.647)  -0.09
H (-7.689, -0.980, 6.411)  0.42
H (-7.893, -2.707, 6.153)  0.45
H (-5.551, -2.966, 5.727)  0.23
H (-5.735, -2.040, 7.131)  0.48
H (-4.095, -0.907, 5.717)  0.34
H (-5.545, 0.092, 6.026)  0.42
H (-4.790, 0.874, 2.525)  -0.01
H (-5.275, 1.565, 4.078)  0.50
H (-3.671, 0.706, 3.822)  0.17
H (-4.427, -1.602, 2.224)  -0.39
H (-3.579, -1.845, 3.749)  0.54
H (-4.905, -2.775, 3.462)  0.47
H (-9.596, -0.870, 3.289)  0.38
H (-9.394, -0.089, 4.871)  0.42
H (-9.896, -1.622, 4.874)  0.44
H (-7.083, 0.650, 2.286)  0.37
C (-4.773, -3.169, -1.549)  -0.43
C (-6.084, -3.340, -0.701)  0.01
O (-7.184, -3.340, -1.570)  -0.57
H (-4.824, -2.371, -2.289)  0.26
H (-4.508, -4.149, -1.947)  0.27
H (-4.010, -2.861, -0.835)  -0.06
H (-6.124, -2.476, -0.038)  -0.23
H (-5.984, -4.228, -0.075)  0.38
H (-7.977, -3.186, -1.051)  0.32
C (0.944, -6.090, -1.673)  -1.65
C (0.414, -4.610, -1.956)  1.56
O (-0.962, -4.623, -1.739)  -0.43
H (0.652, -6.420, -0.676)  0.34
H (2.029, -6.116, -1.774)  0.36
H (0.488, -6.839, -2.320)  0.35
H (0.624, -4.186, -2.937)  -0.05
H (0.922, -3.952, -1.251)  -0.68
H (-1.396, -4.686, -2.593)  0.38
C (-5.993, 0.514, -0.974)  -0.53
C (-5.602, 1.952, -0.967)  -0.12
O (-5.933, 2.612, 0.233)  -0.52
H (-5.712, 0.017, -0.046)  -0.27
H (-5.499, 0.044, -1.825)  0.16
H (-7.075, 0.482, -1.100)  0.56
H (-6.080, 2.493, -1.783)  0.56
H (-4.533, 2.033, -1.168)  -0.08
H (-5.880, 3.560, 0.088)  0.28
C (4.494, 2.297, 0.254)  -0.75
C (4.594, 2.532, 1.740)  -0.52
O (3.269, 2.639, 2.322)  -0.17
H (4.160, 1.316, -0.084)  -0.16
H (5.440, 2.523, -0.237)  0.57
H (3.952, 3.106, -0.235)  0.30
H (5.066, 3.500, 1.915)  0.54
H (5.194, 1.714, 2.139)  0.14
H (3.389, 2.903, 3.237)  0.06

---

Entry 3:
ORCA calculation (ωB97M-V/def2-TZVPD) on a structure of composition C31H36N6SSc.

Output
ΔE to the lowest compared entry with this formula, charge and spin: 2.1 kcal per mole
max |F|: 0.041 Eh/bohr
total charge: +1
HOMO: -8.60 eV
LUMO energy: -3.7469 eV
orbital gap: 0.178 Ha

Each line ends with the Mulliken charge.
Positions of all 75 atoms, in Å:
Sc (-0.639, 0.419, 0.021)  0.19
C (3.632, -1.002, 0.005)  -0.85
C (4.373, 0.164, -0.020)  -0.48
C (3.719, 1.391, -0.029)  -0.70
C (2.337, 1.413, -0.011)  -0.04
N (1.619, 0.268, 0.013)  0.10
C (2.248, -0.909, 0.020)  0.34
C (1.542, 2.682, -0.014)  1.06
C (2.106, 3.949, -0.016)  -0.67
C (1.261, 5.049, -0.009)  -0.86
C (-0.114, 4.873, 0.000)  -0.76
C (-0.613, 3.579, 0.000)  0.83
N (0.212, 2.524, -0.008)  0.13
C (-2.069, 3.238, 0.018)  0.37
C (-3.071, 4.188, -0.031)  -0.87
C (-4.395, 3.764, -0.006)  -0.54
C (-4.677, 2.412, 0.065)  -1.20
C (-3.620, 1.515, 0.108)  -0.19
N (-2.350, 1.921, 0.085)  0.60
H (4.098, -1.977, 0.014)  0.49
H (5.454, 0.130, -0.033)  0.45
H (4.289, 2.307, -0.051)  0.38
H (1.625, -1.800, 0.032)  -0.10
H (3.176, 4.087, -0.018)  0.42
H (1.677, 6.047, -0.008)  0.46
H (-0.773, 5.728, 0.013)  0.41
H (-2.839, 5.241, -0.089)  0.38
H (-5.194, 4.491, -0.044)  0.44
H (-5.692, 2.045, 0.086)  0.51
H (-3.777, 0.442, 0.158)  0.50
C (2.226, -6.279, 1.935)  -0.90
N (2.279, -6.350, 0.498)  0.14
C (2.839, -7.513, -0.174)  -0.56
C (2.529, -7.252, -1.660)  -0.51
N (1.705, -6.058, -1.588)  -0.08
C (1.602, -5.546, -0.344)  0.04
S (0.732, -4.170, 0.046)  -0.40
H (1.656, -7.120, 2.341)  0.32
H (1.739, -5.349, 2.216)  0.25
H (3.234, -6.305, 2.353)  0.30
H (2.368, -8.429, 0.194)  0.31
H (3.911, -7.584, 0.019)  0.31
H (1.983, -8.079, -2.114)  0.30
H (3.437, -7.079, -2.242)  0.27
H (1.375, -5.539, -2.380)  0.18
C (-1.474, -2.564, -2.819)  -1.26
C (-2.768, -1.798, -2.544)  0.32
C (-2.578, -0.298, -2.795)  -1.03
C (-3.384, -2.145, -1.199)  1.16
C (-4.624, -2.772, -1.194)  -1.28
C (-5.250, -3.142, -0.013)  -1.16
C (-4.608, -2.878, 1.187)  -1.22
C (-3.369, -2.252, 1.234)  1.17
C (-2.734, -2.023, 2.595)  0.37
C (-2.580, -0.548, 2.976)  -1.08
C (-1.415, -2.777, 2.766)  -1.23
C (-2.737, -1.873, 0.029)  -0.80
N (-1.561, -1.163, 0.047)  0.94
H (-1.121, -2.365, -3.833)  0.45
H (-1.635, -3.638, -2.714)  0.33
H (-0.696, -2.287, -2.106)  0.02
H (-3.500, -2.126, -3.289)  0.58
H (-1.768, 0.106, -2.169)  -0.07
H (-3.485, 0.269, -2.579)  0.27
H (-2.300, -0.116, -3.834)  0.52
H (-5.107, -2.978, -2.142)  0.39
H (-6.213, -3.633, -0.029)  0.40
H (-5.079, -3.170, 2.120)  0.40
H (-3.441, -2.443, 3.319)  0.60
H (-1.824, -0.059, 2.347)  -0.08
H (-2.256, -0.454, 4.014)  0.53
H (-3.519, -0.002, 2.864)  0.26
H (-0.662, -2.407, 2.067)  -0.05
H (-1.547, -3.840, 2.569)  0.34
H (-1.039, -2.661, 3.785)  0.45